No. 1
Formula: C29H88O15
Source: the OMol25 dataset
Level of theory: the ωB97M-V functional and the def2-TZVPD basis

Structure (XYZ):
```
132
Properties=species:S:1:pos:R:3:forces:R:3
H 1.69519 2.73810 -1.48317 0.07 -0.18 -0.55
H -3.41141 1.95721 -4.63906 0.30 -0.07 0.82
H -3.04719 -3.91146 -5.62110 0.74 0.74 0.06
O 3.45257 0.09293 2.16516 -0.64 0.17 0.66
H 3.48583 -3.53897 1.79488 0.05 -0.13 0.51
C 4.47912 0.59109 3.03044 -0.28 -2.02 -0.31
H 3.14975 -5.75075 0.72987 -0.54 -0.24 0.71
C 0.79322 3.14891 -1.94789 0.16 0.84 0.56
H 3.57978 4.92475 1.61241 0.11 -0.09 -0.38
H 0.32368 3.70567 2.90941 -0.31 0.00 -0.24
H -2.74873 2.77787 2.57791 0.05 -0.18 -0.19
H -1.28367 0.73714 7.58236 -0.60 0.37 -0.35
H -0.05380 -3.37514 3.21595 0.32 -0.23 -0.13
H 3.46001 -4.07559 -2.56986 0.04 0.42 0.06
O -0.62398 0.98290 5.62368 1.13 -0.10 -0.34
H 0.39643 -5.94375 -3.94939 0.87 0.24 -0.18
H 4.28573 3.32015 1.54779 0.50 -0.14 -0.35
H 4.98972 -0.98326 0.28053 0.51 0.25 -0.61
O -2.76752 1.40817 -2.66175 -1.25 0.87 -0.05
H -4.69423 4.12792 -1.27762 -0.75 0.38 0.08
H 2.36233 2.36429 2.56625 -0.16 0.04 -0.55
H 0.80074 0.74560 -3.10171 -0.87 0.12 -0.12
O -3.36738 1.82046 0.31524 -0.06 -0.07 -0.28
H 0.97703 4.25611 -1.94966 -0.53 -0.86 0.02
H 2.46871 1.89833 -4.05467 -0.48 0.36 0.20
H 4.27515 0.30935 4.07341 0.09 0.41 -0.20
C -0.77381 1.46168 6.92904 -0.16 -0.33 0.99
H -2.10217 -4.10423 3.78258 -0.46 -0.12 -0.04
C -1.70806 -3.23046 4.28859 0.32 0.12 0.14
H 4.00588 -4.36054 4.23457 0.85 -0.62 -0.17
C 3.27429 -5.71373 1.83384 1.93 1.83 -1.36
H -1.15258 2.48428 7.02714 -0.32 -0.26 -0.22
H 2.66682 -0.11341 2.71000 0.17 0.02 -0.21
H -4.13937 2.77118 -3.29504 -1.18 0.40 0.66
H 6.05557 -0.52012 -1.14609 0.24 0.09 0.40
H 5.07546 0.85876 -2.68327 -1.27 0.13 0.26
H -1.46215 2.59321 0.48649 -0.37 -0.82 0.65
H -6.76302 2.29855 1.93684 -0.68 -1.55 -0.01
C -3.21883 2.37744 -3.61721 1.10 -0.76 -1.20
C 1.30812 -5.62504 -3.38749 -1.31 -1.19 -0.50
H 0.67275 3.57772 1.12194 0.06 0.25 0.71
C 4.09937 0.34390 -1.07285 0.58 1.15 0.64
O 1.28316 -3.97169 -5.02054 -0.61 -0.77 -0.59
H -7.17244 1.08477 1.06515 -0.02 0.19 0.60
H 0.85475 -5.13109 -2.55759 0.00 0.61 0.88
H 4.85596 -1.75125 -1.26173 -0.62 -0.20 -0.60
C -3.89878 5.61560 1.05729 -0.53 1.42 -1.60
H 2.68909 -6.37832 2.39014 -0.92 -1.41 0.38
H 2.39040 -0.82139 -1.40959 -0.19 0.16 0.16
H -2.51584 -2.47282 4.45877 0.89 -0.65 -0.19
H 3.43502 -2.88301 -3.92642 -0.65 -0.49 0.69
C -2.04280 1.68023 0.83505 -1.15 1.19 0.01
H -1.23983 -3.76962 -5.79989 -1.13 0.82 0.01
H 5.34797 0.02910 2.69802 0.55 0.24 0.29
H -1.84169 1.21846 -2.78331 0.90 -0.14 -0.43
H -3.67175 -0.97967 -5.59259 -0.66 0.58 -0.03
C 0.49464 2.64631 -3.34011 0.32 -0.33 -0.01
H 1.32893 -3.38747 1.40810 0.21 -0.37 0.06
O 1.09482 -0.51717 3.93449 1.03 0.34 -0.53
O -1.96349 -2.61471 -3.32802 -0.72 0.83 -1.86
H -2.87342 1.04351 2.84773 -0.80 -0.75 -0.48
H 4.42020 1.17969 -0.40963 -0.13 -0.43 -0.06
H -1.38862 1.01822 5.06710 -0.95 0.25 -0.01
H -1.32561 1.72938 2.78764 0.00 0.36 0.30
H -3.82530 5.76043 2.11633 -0.15 -0.20 0.68
C 3.37434 3.87022 1.38210 0.30 0.67 0.74
C -5.54297 4.68050 -0.80988 1.38 0.91 0.83
H -1.26826 -3.57972 5.23535 -0.38 0.28 -0.03
O 0.00026 1.26817 -3.33106 0.91 0.49 0.43
H 4.64071 1.63071 2.88465 0.04 0.99 0.16
H -0.29261 3.24597 -3.85481 0.35 -0.41 0.75
C -1.53036 -3.75620 0.15640 0.44 1.33 -1.07
C -3.58486 -1.47230 -4.63045 0.22 -0.24 -0.45
H -1.11257 -4.06646 -0.80552 -0.34 -0.37 0.16
C 2.88906 -4.29039 2.33933 1.03 -0.78 0.03
C 2.80752 -3.57372 -3.29759 0.42 -0.75 -0.08
H 1.10878 2.38255 -5.21204 1.95 0.67 0.73
H -3.26670 1.76295 -0.62855 -0.28 -0.17 -1.25
H -0.42423 0.42171 0.79404 2.00 -0.70 0.92
H -2.51446 -3.26563 -0.06458 0.72 -0.53 0.42
H 1.82100 -3.37239 -5.51830 0.25 0.70 -0.58
H -3.76953 -0.81874 -3.77399 0.34 0.11 -0.30
H -1.57177 -4.56808 0.85318 -0.45 -0.68 0.24
H -2.53929 3.22813 -3.77117 0.09 -0.26 0.32
C 3.01777 -4.19562 3.85154 0.35 0.56 0.59
H 2.06596 0.90391 -1.02886 0.07 -0.42 0.11
H -1.15210 -3.09154 -3.39800 1.03 -0.65 0.12
O -0.66714 -2.67589 3.47308 -0.54 0.49 0.33
C 1.00401 3.98427 2.10256 0.31 0.42 0.13
H -4.34166 -2.28623 -4.60318 0.58 0.39 0.02
O -0.56005 -2.81199 0.63186 0.16 -0.42 -1.22
H 2.55207 -0.20199 0.25079 -0.15 -0.25 0.66
C 1.70118 2.66892 -4.25834 -1.03 -0.12 -1.81
H -1.32233 -1.40699 -4.95819 -1.01 0.03 0.33
O 2.89173 3.92953 3.70738 0.36 0.66 -0.35
C -2.21241 -3.17426 -5.78237 0.55 -1.23 -0.53
H 2.19618 3.67219 -4.29182 -0.56 -0.82 -0.26
H -2.37026 -2.75036 -6.81534 0.24 -0.22 1.04
C 2.18534 -4.69656 -4.19281 -0.61 1.53 1.32
C -2.18909 -2.07270 -4.71511 -0.09 -1.15 1.60
H -5.62607 5.70321 -1.19109 -0.16 -0.36 -0.73
O -5.29899 3.59831 1.31274 0.89 -0.19 -0.42
C -1.33453 0.45213 0.30347 -2.61 -0.29 -0.79
C 2.68551 0.03091 -0.77872 -0.94 -0.17 -0.96
H -6.06736 5.48946 1.14458 0.97 -0.59 -0.56
H 2.35691 -4.87568 4.42953 0.09 0.41 -0.69
C 5.05283 -0.78927 -0.81507 0.19 -0.26 1.00
H -0.00394 2.85533 -1.26869 -0.33 0.42 0.08
H -4.58442 3.01361 0.90965 -0.88 0.66 0.57
H 1.05778 5.09427 2.05802 -0.17 -0.61 -0.10
O 4.12937 0.86735 -2.39028 1.51 -0.26 -1.19
H -0.93696 -2.40399 1.38782 -0.31 0.74 1.36
H 2.92560 -5.24822 -4.76982 0.15 0.08 -0.11
H 2.28721 3.78303 4.44135 -0.24 -0.21 -0.35
H 0.19670 1.46204 7.38738 0.83 0.21 -0.13
C 2.39248 3.45526 2.44105 -0.79 -0.79 0.48
H 0.52361 -1.28551 4.09185 -0.35 0.48 0.00
O -7.24542 1.41102 1.98052 0.82 1.42 -0.63
H 0.77137 0.30307 4.33491 -0.42 -0.75 0.29
O 1.53720 -4.06034 2.07920 -1.62 0.21 -0.40
H 1.72410 -6.56472 -3.02150 0.52 0.26 -0.05
H -1.96704 -0.46348 0.40828 0.66 0.62 0.40
H 1.99512 -3.02012 -2.74229 0.86 -0.57 -0.76
H 4.36815 -5.97165 1.93995 -1.03 0.47 0.43
C -2.32228 1.80067 2.32892 2.46 0.49 0.43
H -2.90327 5.27287 0.70224 -0.89 -0.46 -0.10
H 2.88484 -3.16355 4.17343 -0.71 0.11 -0.03
H -6.47381 4.13248 -0.83641 -0.15 -0.06 -0.40
C -5.22419 4.89584 0.66727 -0.06 -0.96 1.45
H 3.01389 3.78098 0.35633 -0.02 -0.20 0.19
H -1.17770 0.51581 -0.77650 0.16 0.27 0.11
H -4.01076 6.65229 0.63664 0.27 -0.67 0.31
```
Forces are in eV/Å.

Summary:
- Max |F|: 2.99 eV/A
- ΔE to the lowest compared entry with this formula, charge and spin: 56.39 kJ/mol
- HOMO-LUMO gap: 10.24 eV
- LUMO level: 0.47 eV

=====

No. 2
Formula: C9H22BN5O2P2
Source: the OMol25 dataset
Level of theory: the ωB97M-V functional and the def2-TZVPD basis

Structure (XYZ):
```
41
Properties=species:S:1:pos:R:3:forces:R:3
O -1.63101 2.14754 -1.17993 -0.44 -2.10 -0.59
N 0.55757 -3.23668 -3.31098 -0.37 0.79 1.08
H -1.05137 -0.92594 -3.42036 0.06 -0.27 0.72
C 1.59206 0.23566 -4.50967 -0.46 -0.42 -0.27
H 3.59595 0.89065 -4.76151 -0.10 -0.03 0.03
N 0.17508 1.85721 3.58460 -1.62 -0.48 -0.21
N 0.73025 -0.50915 -4.73642 1.49 1.45 -0.02
P -0.77626 -0.60823 -2.03191 -0.72 0.24 0.14
H 2.91286 1.19305 -3.14952 -0.05 -0.04 -0.06
C 2.99053 -0.06681 5.42267 0.32 -0.20 -0.52
H -2.31516 0.05508 2.73485 0.09 0.06 0.01
H -2.75279 1.72757 2.32237 0.08 0.00 0.07
C 2.22511 0.44519 6.59393 0.38 -0.27 -0.57
H 1.18818 0.62270 6.30780 0.10 0.00 -0.07
H -2.91075 1.15606 3.99660 0.08 0.03 -0.05
H 2.53346 -0.47668 1.16076 -0.09 -0.10 0.04
N 3.58509 -0.46450 4.50829 -0.85 0.56 1.30
H -0.89354 -3.55449 -1.36928 0.54 0.55 0.70
H 0.36833 -2.54458 -4.03977 0.17 -0.32 0.18
B -1.77279 1.05243 -2.12528 -1.40 2.98 -1.02
C 2.69891 1.18947 -4.21904 -0.58 -0.50 -0.14
C 1.63132 -0.17473 1.69439 -0.47 -0.51 -0.25
H -2.40222 2.03152 -0.58937 0.40 0.62 -0.36
H 1.34430 0.82600 1.37188 -0.05 -0.10 0.03
N -0.33561 -1.88005 1.18464 1.19 1.21 0.38
H -3.18383 -0.53230 -4.09840 -1.06 0.54 0.91
H 0.48045 0.04052 -1.77343 0.00 -0.20 0.19
H 1.25165 -2.66089 -0.95753 -0.69 -0.21 0.09
P 0.12701 -2.65891 -1.85895 1.11 -1.92 -2.39
H 1.83937 -0.15730 2.76348 -0.01 -0.03 -0.13
H -1.69017 -1.02377 -0.96859 0.02 0.12 -0.05
C 0.52765 -1.13313 1.40813 -0.52 -0.41 -0.06
C -3.63511 0.09901 -3.26723 0.63 -0.71 -0.72
C -2.31317 1.08739 3.08748 0.70 0.17 0.12
H -3.64178 -0.52631 -2.32306 -0.02 0.68 -0.93
H 2.25326 -0.28576 7.40226 0.04 0.02 -0.09
H -4.69999 0.39512 -3.47871 1.26 -0.07 0.06
H 2.66427 1.38004 6.94230 -0.01 -0.07 -0.08
C -0.91540 1.52190 3.36716 0.62 0.20 0.13
H 2.41184 2.19437 -4.52910 -0.03 -0.09 0.01
O -2.76356 1.27172 -3.15558 0.25 -1.15 2.36
```
Forces are in eV/Å.

Summary:
- Max |F|: 3.45 eV/A
- ΔE to the lowest compared entry with this formula, charge and spin: 104.54 kJ/mol
- HOMO-LUMO gap: 7.24 eV
- LUMO level: 0.04 eV
- SMILES: COB(O)[PH3][PH2]=N.CC#N.CC#N.CC#N.CC#N

=====

No. 3
Formula: C14H16
Source: the OMol25 dataset
Level of theory: the ωB97M-V functional and the def2-TZVPD basis

Structure (XYZ):
```
30
Properties=species:S:1:pos:R:3:forces:R:3
C -1.17483 0.61649 -4.37572 -1.45 1.74 0.55
H -0.68976 1.39793 -4.97287 0.15 -0.73 0.00
C -3.14595 0.06338 -2.94514 5.26 1.41 -3.99
C 1.96115 0.58050 3.19906 0.50 -0.86 -2.00
C -0.55277 -0.54033 -3.96437 0.73 -0.66 0.47
H -0.70212 -2.47442 -2.89623 -0.19 0.94 0.18
H 0.69486 -0.71162 4.25551 0.92 -0.05 0.24
C -2.40068 -1.08176 -2.58657 -1.48 -1.50 1.29
H -4.24935 0.60359 -1.43217 -1.31 -0.56 -0.20
C 4.16592 -0.31608 2.43358 0.20 -0.79 -1.38
C 1.74355 -0.58508 3.90560 -2.02 -0.03 1.46
C 3.95852 -1.33802 3.31778 -0.24 -2.66 5.74
H -3.06238 1.78568 -4.18520 0.47 0.53 -0.40
C 0.87141 1.60920 3.16676 -1.10 -0.17 4.58
H -2.89635 -1.77816 -1.83732 0.60 0.76 -0.96
H 4.73735 -1.98322 3.89748 -0.71 0.84 -2.34
H 2.55290 -2.39276 4.78974 0.34 0.68 -0.44
H 0.47337 -0.60315 -4.26564 0.41 -0.67 -0.29
C 2.71909 -1.49700 4.16667 2.46 0.17 -2.90
C -4.44804 0.49784 -2.52551 -1.10 1.08 2.32
H -4.78975 1.55598 -2.76590 0.68 -1.50 -0.48
H 3.12742 1.33827 1.51981 0.10 -0.68 1.53
C -2.44434 0.95365 -3.89711 -1.08 -2.74 1.66
H 0.71504 2.17385 2.32308 -0.22 0.90 -2.29
H -5.16359 -0.26386 -2.83054 -0.53 0.27 0.60
C 3.11661 0.59503 2.38913 -0.82 2.36 -2.02
H -0.18820 1.28918 3.64142 2.49 0.20 -1.39
H 4.99955 -0.37384 1.61583 -1.52 0.48 1.98
C -1.13543 -1.47739 -3.09129 -1.16 1.63 -0.74
H 1.20680 2.35610 3.95013 -0.39 -0.41 -0.76
```
Forces are in eV/Å.

Summary:
- Max |F|: 6.75 eV/A
- ΔE to the lowest compared entry with this formula, charge and spin: 289.98 kJ/mol
- HOMO-LUMO gap: 9.48 eV
- LUMO level: 0.78 eV
- SMILES: Cc1ccccc1.Cc1ccccc1

=====

No. 4
Formula: C4H12N3
Source: the OMol25 dataset
Level of theory: the ωB97M-V functional and the def2-TZVPD basis

Structure (XYZ):
```
19
Properties=species:S:1:pos:R:3:forces:R:3
H -2.19795 -1.65881 -0.20479 -1.10 0.21 0.91
H 2.32099 1.14250 0.55358 -0.11 -0.72 0.69
H -1.84806 0.84207 -0.74884 0.93 -1.32 -0.47
H 0.35337 1.35550 2.72574 0.61 0.49 -1.01
H 1.00098 1.59370 -0.28983 -0.89 0.92 -2.40
N 0.81288 -0.33509 0.48010 -2.15 -2.73 -1.45
C 0.34452 1.72946 1.67239 -0.36 -1.07 -2.29
H -0.72138 1.47462 1.26212 1.63 0.92 0.92
H -0.74430 0.69190 -1.95451 0.37 0.46 -0.90
H -1.17188 -2.62689 -0.95358 0.16 0.24 1.36
H 1.33315 -0.33237 -1.60699 0.36 0.26 -0.20
C -0.44885 -0.77411 -0.63897 -0.68 2.62 2.01
N -1.28775 0.15383 -1.32395 -0.06 -0.19 1.42
H -0.83013 -2.26520 0.76811 -1.02 0.33 -1.43
H 1.53596 -1.89742 -0.75837 -1.18 0.44 -0.44
C 0.94434 -0.94208 -0.80343 3.35 -1.59 -1.18
H 0.60842 2.78157 1.46633 -0.66 -0.23 1.02
C 1.23183 0.99217 0.51851 -1.04 2.08 3.88
N -1.23613 -1.92537 -0.16361 1.84 -1.12 -0.43
```
Forces are in eV/Å.

Summary:
- Charge: +1
- Max |F|: 4.52 eV/A
- ΔE to the lowest compared entry with this formula, charge and spin: 419.89 kJ/mol
- HOMO-LUMO gap: 9.83 eV
- LUMO level: -3.59 eV
- SMILES: CCN1C[C@@]1(N)[NH3+]

=====

Q: The lowest HOMO-LUMO gap belongs to which entry?
A: C9H22BN5O2P2